No. 1
{
  "formula": "H6OSi2",
  "method": "the ωB97M-V functional and the def2-TZVPD basis",
  "max_force_ev_per_a": 3.65,
  "gap_ev": 8.31,
  "charge": 0,
  "de_lowest_kj_mol": 314.84,
  "species": ["O", "Si", "Si", "H", "H", "H", "H", "H", "H"],
  "xyz": [[0.906, 0.001, 0.574], [-0.510, -0.569, 0.944], [0.819, 1.233, -1.892], [1.624, 0.326, 1.084], [-0.280, -1.039, 2.342], [-1.583, 0.411, 0.632], [-0.571, -1.816, -0.038], [-0.598, 1.570, -1.276], [0.193, -0.119, -2.370]],
  "forces_ev_per_angstrom": [[2.392, 1.569, -2.262], [-1.878, -2.757, -0.344], [-1.163, -0.682, 0.570], [0.537, 0.318, 0.695], [-0.746, 0.118, -0.038], [0.052, -0.285, 0.430], [-0.428, 1.193, 1.116], [0.801, 0.045, -0.323], [0.433, 0.481, 0.156]],
  "nbo_charge": [-1.13, 1.22, 0.51, 0.53, -0.21, -0.18, -0.19, -0.28, -0.27]
}

***

No. 2
{
  "formula": "C22H30N4O2S",
  "method": "the ωB97M-V functional and the def2-TZVPD basis",
  "smiles": "CCc1nc2c(sc3nc4c(cc32)COC(C)(C)C4)c(=O)n1CCN(CC)CC",
  "max_force_ev_per_a": 1.22,
  "gap_ev": 8.33,
  "charge": 0,
  "de_lowest_kj_mol": 98.78,
  "species": ["C", "C", "C", "N", "C", "C", "S", "C", "N", "C", "C", "C", "C", "C", "O", "C", "C", "C", "C", "C", "O", "N", "C", "C", "N", "C", "C", "C", "C", "H", "H", "H", "H", "H", "H", "H", "H", "H", "H", "H", "H", "H", "H", "H", "H", "H", "H", "H", "H", "H", "H", "H", "H", "H", "H", "H", "H", "H", "H"],
  "xyz": [[0.133, 2.407, 3.851], [0.994, 1.967, 2.664], [0.508, 0.663, 2.104], [-0.326, 0.749, 1.118], [-0.820, -0.396, 0.597], [-0.455, -1.641, 1.076], [-1.213, -2.970, 0.245], [-2.064, -1.837, -0.775], [-2.905, -2.214, -1.716], [-3.503, -1.269, -2.422], [-3.266, 0.102, -2.225], [-2.376, 0.493, -1.242], [-1.755, -0.491, -0.480], [-3.942, 1.118, -3.105], [-4.951, 0.602, -3.935], [-4.653, -0.647, -4.555], [-3.392, -0.571, -5.425], [-5.870, -0.963, -5.424], [-4.482, -1.715, -3.463], [0.478, -1.771, 2.155], [0.889, -2.804, 2.647], [0.914, -0.519, 2.646], [1.883, -0.610, 3.724], [3.309, -0.830, 3.189], [3.734, 0.289, 2.362], [3.732, -0.022, 0.940], [3.775, 1.227, 0.066], [4.923, 0.967, 2.848], [6.242, 0.199, 2.709], [-0.902, 2.517, 3.536], [0.484, 3.365, 4.227], [0.165, 1.685, 4.664], [2.045, 1.895, 2.938], [0.887, 2.706, 1.869], [-2.158, 1.534, -1.056], [-3.171, 1.628, -3.708], [-4.435, 1.878, -2.490], [-2.495, -0.498, -4.814], [-3.446, 0.297, -6.079], [-3.318, -1.465, -6.036], [-5.951, -0.233, -6.225], [-5.781, -1.957, -5.851], [-6.773, -0.910, -4.821], [-5.447, -1.879, -2.974], [-4.156, -2.666, -3.884], [1.844, 0.285, 4.337], [1.605, -1.481, 4.325], [3.331, -1.774, 2.635], [3.964, -0.939, 4.057], [4.560, -0.694, 0.663], [2.800, -0.553, 0.730], [4.744, 1.716, 0.114], [3.008, 1.929, 0.380], [3.588, 0.947, -0.968], [5.004, 1.919, 2.318], [4.750, 1.197, 3.903], [6.170, -0.781, 3.176], [6.506, 0.066, 1.664], [7.040, 0.755, 3.195]],
  "forces_ev_per_angstrom": [[0.085, -0.018, -0.131], [0.009, 0.102, 0.349], [0.023, 0.417, -0.233], [-0.174, 0.550, -0.271], [0.467, -0.936, 0.627], [-0.280, 0.250, -0.385], [0.083, 0.067, 0.099], [0.237, 0.549, 0.255], [-0.060, -0.504, -0.021], [0.058, 0.191, 0.046], [0.031, -0.096, 0.095], [-0.058, -0.269, -0.036], [-0.324, -0.290, -0.370], [0.148, 0.390, -0.018], [-0.124, -0.079, 0.024], [-0.100, -0.565, -0.319], [-0.259, 0.157, 0.250], [0.304, 0.208, 0.292], [-0.142, 0.364, -0.157], [-0.212, 0.197, -0.128], [0.061, -0.307, 0.011], [-0.137, -0.209, -0.114], [0.585, -0.333, 0.328], [-0.386, 0.101, 0.100], [0.005, -0.155, -0.052], [-0.014, 0.125, -0.128], [0.027, -0.299, 0.128], [0.137, 0.008, -0.001], [-0.318, 0.149, -0.003], [-0.111, 0.019, 0.018], [-0.009, 0.073, 0.079], [-0.015, -0.046, 0.118], [-0.049, 0.043, -0.056], [0.075, -0.131, -0.019], [0.023, 0.170, 0.021], [-0.128, -0.047, 0.074], [0.140, -0.048, -0.062], [0.151, 0.015, -0.001], [0.005, 0.071, -0.080], [0.041, -0.100, -0.053], [-0.016, 0.064, -0.126], [0.003, -0.121, -0.066], [-0.107, -0.033, 0.069], [-0.036, -0.034, -0.048], [0.011, -0.005, -0.005], [-0.040, -0.002, -0.040], [-0.015, 0.225, -0.001], [0.048, 0.017, 0.076], [0.035, -0.052, -0.024], [-0.092, -0.046, -0.004], [0.089, -0.058, -0.014], [0.092, 0.111, -0.032], [-0.090, 0.122, 0.018], [0.016, 0.032, -0.120], [0.027, 0.054, 0.124], [0.020, 0.097, -0.054], [0.050, -0.117, 0.039], [0.082, -0.054, -0.100], [0.129, 0.019, 0.032]],
  "nbo_charge": [-0.60, -0.47, 0.51, -0.51, 0.17, -0.34, 0.44, 0.05, -0.43, 0.25, -0.11, -0.13, -0.08, -0.08, -0.53, 0.27, -0.65, -0.61, -0.47, 0.63, -0.62, -0.42, -0.23, -0.23, -0.48, -0.21, -0.62, -0.21, -0.64, 0.22, 0.21, 0.20, 0.24, 0.24, 0.23, 0.17, 0.20, 0.21, 0.22, 0.22, 0.22, 0.21, 0.22, 0.23, 0.23, 0.21, 0.24, 0.21, 0.20, 0.17, 0.20, 0.20, 0.21, 0.22, 0.20, 0.19, 0.20, 0.20, 0.22]
}

***

No. 3
{
  "formula": "C2H10NO2",
  "method": "the ωB97M-V functional and the def2-TZVPD basis",
  "max_force_ev_per_a": 4.90,
  "gap_ev": 10.86,
  "charge": 1,
  "de_lowest_kj_mol": 142.72,
  "species": ["C", "C", "N", "H", "H", "H", "H", "H", "H", "H", "H", "O", "H", "H", "O"],
  "xyz": [[-0.842, 1.294, 1.652], [1.103, 0.827, 0.306], [-0.181, 0.793, 0.492], [-1.629, 1.982, 1.307], [-1.213, 0.328, 2.099], [-0.109, 1.835, 2.374], [1.740, 1.361, 0.980], [1.392, 0.540, -0.690], [-0.547, 0.503, -0.464], [2.597, -2.188, -0.899], [1.058, -2.553, -0.889], [1.633, -1.765, -0.888], [-1.788, -1.257, -1.058], [-1.680, -1.094, -2.592], [-1.534, -0.607, -1.728]],
  "forces_ev_per_angstrom": [[-0.327, -0.376, 1.603], [-2.019, 0.913, -0.490], [3.842, 0.130, -3.040], [0.092, -0.434, 0.522], [-0.261, 1.511, 0.242], [-1.211, -1.069, -1.428], [0.439, -0.317, 0.597], [0.656, -0.385, 0.109], [-1.301, -0.029, 1.628], [-3.070, 1.365, 0.007], [0.338, 0.410, -0.050], [2.763, -1.799, 0.064], [-0.133, 0.017, -0.191], [0.344, 1.022, 1.377], [-0.151, -0.961, -0.952]],
  "nbo_charge": [-0.44, 0.13, -0.42, 0.26, 0.25, 0.25, 0.22, 0.24, 0.49, 0.50, 0.48, -0.98, 0.48, 0.51, -0.97]
}

***

No. 4
{
  "formula": "C5H9IN",
  "method": "the ωB97M-V functional and the def2-TZVPD basis",
  "smiles": "CCC(C)=[N+]=CI",
  "max_force_ev_per_a": 8.21,
  "gap_ev": 8.39,
  "charge": 1,
  "de_lowest_kj_mol": 232.85,
  "species": ["C", "C", "C", "C", "N", "C", "I", "H", "H", "H", "H", "H", "H", "H", "H", "H"],
  "xyz": [[-1.909, 0.831, -0.115], [-1.254, -0.607, -0.087], [0.251, -0.312, -0.089], [0.886, 0.233, -1.354], [0.827, -0.442, 1.007], [2.101, -0.413, 1.777], [2.926, -2.161, 2.209], [-1.357, 1.453, -0.933], [-1.646, 1.311, 0.801], [-2.984, 0.713, -0.132], [-1.648, -1.226, -1.014], [-1.534, -1.219, 0.727], [2.015, 0.131, -1.533], [0.644, 1.317, -1.252], [0.505, -0.130, -2.283], [2.178, 0.521, 2.270]],
  "forces_ev_per_angstrom": [[1.666, -0.607, -0.990], [-0.402, 0.708, -2.981], [-1.035, -1.220, -1.638], [1.838, 0.950, 0.426], [6.730, 0.031, 4.006], [-7.089, -0.595, -4.095], [0.518, -0.152, 0.108], [-1.918, -1.085, 1.116], [0.060, 0.439, 0.816], [-0.103, 0.456, -0.625], [1.367, 1.394, 1.464], [-0.184, -0.229, 1.264], [-1.492, 0.099, 1.163], [0.403, -0.555, -0.473], [-1.021, -0.343, -0.271], [0.662, 0.708, 0.709]],
  "nbo_charge": [-0.59, -0.45, 0.42, -0.69, -0.35, -0.04, 0.51, 0.21, 0.21, 0.25, 0.25, 0.24, 0.26, 0.26, 0.26, 0.24]
}